ORCA calculation (ωB97M-V/def2-TZVPD) on the molecule C4H10N2O.

Its SMILES is CCCNC(N)=O. As for the multiplicity: 1. Its maximum force is 5.19 eV/A. The charge is 0. The value obtained for the energy relative to the best compared isomer or geometry (same formula, charge and spin) is 44.0 kcal/mol.

Last column: Mulliken charge in e.
Positions of all 17 atoms, in Å:
C1 -1.73 -0.30 -1.62  -0.9019
C2 -0.55 -1.21 -0.98  -0.3343
C3 -0.30 -1.13 0.46  -0.6329
N1 0.22 0.25 0.95  -0.2130
C4 1.46 0.65 1.39  0.6129
N2 1.67 2.06 1.53  -0.5413
O1 2.35 -0.13 1.56  -0.5965
H1 -1.39 -0.19 -2.73  0.2462
H2 -1.60 0.79 -1.14  0.1905
H3 -2.75 -0.58 -1.51  0.3508
H4 -0.86 -2.18 -1.16  0.3282
H5 0.49 -0.92 -1.57  0.2185
H6 0.69 -1.68 0.59  0.3271
H7 -1.16 -1.31 1.15  0.2902
H8 -0.38 1.05 0.72  0.1789
H9 1.24 2.48 0.77  0.2226
H10 2.60 2.37 1.61  0.2540


ORCA calculation (ωB97M-V/def2-TZVPD) on a cluster of 2 separate species, C2HN3O4 in total.

As for the multiplicity: 3. Its maximum force is 3.83 eV/A. The charge is 0. The value obtained for the energy relative to the best compared isomer or geometry (same formula, charge and spin) is 1.7 kcal/mol.

Last column: Mulliken spin population.
Positions of all 10 atoms, in Å:
C1 -0.38 -0.44 -1.29  0.8666
C2 3.40 1.59 0.17  0.0060
N1 0.66 -0.48 -0.72  0.2024
N2 1.65 -0.30 -0.05  0.4715
N3 2.50 -1.30 0.27  0.0647
O1 3.11 1.20 -0.86  0.0147
O2 3.45 -0.90 0.83  0.1720
O3 2.17 -2.44 -0.05  0.1281
O4 3.62 1.91 1.25  0.0059
H1 -0.99 -0.21 -2.04  0.0682


ORCA calculation (ωB97M-V/def2-TZVPD) on a structure of composition C16H10ClFeN3O6.

Its total energy is -2955.0334 Ha. As for the multiplicity: 5. Its maximum force is 2.32 eV/A. The charge is 0.

Last column: Mulliken spin population.
Positions of all 37 atoms, in Å:
Fe1 -0.73 -13.68 5.49  1.5866
O1 -2.07 -18.67 1.17  -0.0002
C1 -2.13 -18.76 2.42  -0.0021
O2 -2.46 -19.71 3.15  -0.0003
C2 -1.74 -17.54 3.16  0.0037
C3 -1.35 -16.37 2.46  -0.0011
C4 -1.03 -15.24 3.18  0.0178
N1 -1.14 -15.26 4.54  0.0752
C5 -1.45 -16.38 5.25  0.0176
C6 -1.77 -17.54 4.58  -0.0006
C7 -1.48 -16.17 6.70  -0.0120
C8 -1.80 -17.10 7.72  -0.0003
C9 -1.83 -16.69 9.04  -0.0029
C10 -1.46 -15.37 9.35  -0.0052
C11 -1.14 -14.53 8.31  -0.0293
N2 -1.13 -14.91 7.03  0.0138
C12 -0.68 -13.94 2.62  -0.0124
C13 -0.51 -13.60 1.25  0.0002
C14 -0.19 -12.30 0.91  -0.0033
C15 0.01 -11.33 1.92  -0.0050
C16 -0.16 -11.75 3.22  -0.0261
N3 -0.46 -13.01 3.58  0.0177
H1 -1.27 -16.28 1.35  -0.0003
H2 -2.04 -18.42 5.19  -0.0003
H3 -2.08 -18.13 7.43  -0.0006
H4 -2.11 -17.39 9.84  -0.0002
H5 -1.43 -14.97 10.37  0.0003
H6 -0.90 -13.47 8.43  0.0125
H7 -0.67 -14.39 0.50  -0.0007
H8 -0.08 -12.03 -0.15  -0.0002
H9 0.29 -10.29 1.71  0.0002
H10 -0.04 -11.09 4.07  0.0114
O3 0.40 -9.90 6.29  0.3024
Cl1 -0.41 -10.84 7.11  0.3786
O4 -0.09 -11.05 8.56  0.3062
O5 -1.87 -12.59 5.83  0.6500
O6 0.69 -13.08 6.06  0.7089


ORCA calculation (ωB97M-V/def2-TZVPD) on a structure of composition C45H46EuIN6O2PS.

Its total energy is -3968.5799 Ha. As for the multiplicity: 8. Its maximum force is 1.19 eV/A. The charge is +2.

Last column: Mulliken spin population.
Positions of all 103 atoms, in Å:
Eu1 -0.27 -0.25 -0.33  6.9469
I1 1.96 1.71 3.52  0.0011
C1 2.27 3.66 2.72  -0.0020
C2 3.47 4.18 3.11  -0.0001
C3 3.76 5.54 2.90  0.0001
C4 2.80 6.35 2.38  0.0004
C5 1.55 5.83 1.96  0.0019
C6 0.59 6.74 1.48  -0.0007
C7 -0.61 6.31 1.01  -0.0006
C8 -0.86 4.93 0.95  -0.0004
C9 0.03 3.99 1.41  -0.0016
P1 -0.46 2.26 0.99  0.0119
C10 -1.56 2.52 -0.48  0.0076
C11 -0.89 2.50 -1.71  0.0128
C12 -1.58 2.68 -2.90  0.0019
C13 -2.96 2.85 -2.87  0.0014
C14 -3.63 2.87 -1.66  -0.0005
C15 -2.94 2.72 -0.47  0.0131
C16 -1.52 1.71 2.38  -0.0283
C17 -2.24 2.57 3.20  -0.0014
C18 -2.88 2.09 4.33  0.0002
C19 -2.78 0.75 4.68  -0.0005
C20 -2.06 -0.13 3.87  0.0069
C21 -1.44 0.35 2.73  0.0360
C22 1.26 4.42 2.03  -0.0020
H1 4.19 3.57 3.63  0.0000
H2 4.72 5.93 3.21  0.0000
H3 2.97 7.41 2.28  0.0000
H4 0.82 7.80 1.49  0.0000
H5 -1.35 7.01 0.65  0.0000
H6 -1.78 4.62 0.47  0.0006
H7 0.20 2.47 -1.71  -0.0180
H8 -1.05 2.71 -3.84  0.0004
H9 -3.50 3.00 -3.80  0.0001
H10 -4.70 3.03 -1.65  0.0001
H11 -3.47 2.76 0.48  -0.0011
H12 -2.30 3.62 2.95  -0.0001
H13 -3.43 2.77 4.97  0.0001
H14 -3.24 0.39 5.59  -0.0001
H15 -1.98 -1.17 4.14  0.0003
H16 -0.84 -0.34 2.13  -0.0116
O1 2.77 -4.83 -5.84  0.0000
C23 1.43 -4.89 -5.83  -0.0003
O2 0.81 -5.61 -6.55  0.0000
C24 0.73 -3.98 -4.84  0.0002
C25 1.11 -2.65 -4.68  0.0036
C26 0.40 -1.83 -3.83  -0.0059
C27 -0.69 -2.33 -3.12  0.0017
C28 -1.07 -3.66 -3.28  -0.0037
C29 -0.37 -4.48 -4.14  -0.0004
N1 -1.40 -1.44 -2.26  0.0041
C30 -2.67 -1.44 -2.39  -0.0044
C31 -3.56 -0.75 -1.46  0.0145
C32 -4.90 -0.60 -1.80  -0.0010
C33 -5.78 -0.11 -0.85  0.0009
C34 -5.28 0.18 0.40  -0.0011
C35 -3.92 0.04 0.64  0.0008
N2 -3.05 -0.40 -0.27  0.0014
H17 3.13 -4.26 -5.16  0.0000
H18 1.93 -2.25 -5.27  0.0000
H19 0.62 -0.77 -3.76  -0.0032
H20 -1.90 -4.05 -2.71  -0.0005
H21 -0.66 -5.50 -4.30  -0.0001
H22 -3.14 -2.02 -3.18  0.0000
H23 -5.24 -0.88 -2.79  -0.0002
H24 -6.83 0.01 -1.09  0.0001
H25 -5.94 0.52 1.20  -0.0001
H26 -3.53 0.27 1.62  -0.0039
C36 3.04 -0.67 -2.20  -0.0025
C37 4.59 -0.57 -2.12  -0.0004
N3 4.97 -0.01 -0.84  -0.0004
C38 4.50 -0.88 0.22  0.0006
C39 2.96 -1.01 0.16  0.0122
N4 2.41 -0.18 -0.95  0.0004
C40 2.85 1.23 -0.77  -0.0098
C41 4.40 1.32 -0.69  -0.0002
H27 2.72 -1.70 -2.36  0.0017
H28 2.67 -0.06 -3.03  -0.0008
H29 4.98 0.08 -2.91  0.0000
H30 5.06 -1.54 -2.23  0.0001
H31 4.82 -0.45 1.18  0.0002
H32 4.99 -1.85 0.11  0.0001
H33 2.50 -0.68 1.10  -0.0039
H34 2.66 -2.04 -0.04  0.0008
H35 2.39 1.63 0.13  0.0170
H36 2.48 1.80 -1.63  -0.0017
H37 4.72 1.73 0.27  0.0000
H38 4.80 1.96 -1.47  0.0002
C42 -2.00 -5.24 1.80  0.0000
N5 -0.67 -4.95 2.27  -0.0004
C43 0.04 -5.90 3.13  -0.0002
C44 1.36 -5.18 3.43  0.0000
N6 1.33 -4.09 2.45  -0.0003
C45 0.14 -3.99 1.85  0.0004
S1 -0.27 -2.84 0.66  0.0088
H39 -2.66 -5.42 2.65  0.0000
H40 -2.00 -6.14 1.17  0.0000
H41 -2.37 -4.40 1.22  0.0004
H42 0.20 -6.84 2.59  0.0000
H43 -0.53 -6.12 4.03  0.0000
H44 2.23 -5.82 3.28  0.0000
H45 1.39 -4.78 4.44  0.0000
H46 2.07 -3.42 2.36  0.0004


ORCA calculation (ωB97M-V/def2-TZVPD) on a cluster of 2 separate species, C5H8N in total.

As for the multiplicity: 1. Its maximum force is 4.66 eV/A. The charge is +1. The value obtained for the energy relative to the best compared isomer or geometry (same formula, charge and spin) is 162.9 kcal/mol.

Last column: Mulliken charge in e.
Positions of all 14 atoms, in Å:
C1 -2.54 0.19 0.75  -0.2783
C2 -1.39 0.17 0.42  0.0105
C3 0.51 1.10 -0.88  -0.3629
C4 0.87 1.19 0.52  -0.2598
C5 0.76 -1.99 -0.21  -0.3162
N1 -0.13 0.23 0.02  -0.1429
H1 -3.45 0.16 1.24  0.4868
H2 -0.13 1.87 -1.44  0.2615
H3 1.19 0.66 -1.64  0.1906
H4 1.75 0.73 0.94  0.2418
H5 0.24 2.06 1.11  0.2663
H6 0.83 -2.56 0.73  0.3008
H7 -0.14 -2.08 -0.77  0.3020
H8 1.61 -1.72 -0.79  0.2998


ORCA calculation (ωB97M-V/def2-TZVPD) on the molecule C5H8O.

Its SMILES is O[C@H]1[C@H]2CC[C@@H]12. As for the multiplicity: 1. Its maximum force is 2.16 eV/A. The charge is 0. The value obtained for the energy relative to the best compared isomer or geometry (same formula, charge and spin) is 87.2 kcal/mol.

Last column: Mulliken charge in e.
Positions of all 14 atoms, in Å:
O1 1.51 -1.07 -0.46  -0.4568
C1 1.12 -0.35 0.66  -0.2315
C2 0.44 0.93 0.41  -0.2978
C3 -0.29 0.85 -0.96  -0.5708
C4 -1.18 -0.30 -0.42  -0.5991
C5 -0.51 -0.09 0.90  -0.3037
H1 2.11 -1.77 -0.19  0.3063
H2 0.80 -0.93 1.53  0.3024
H3 0.73 1.87 0.87  0.3744
H4 0.33 0.62 -1.83  0.2682
H5 -0.88 1.75 -1.14  0.2995
H6 -2.25 -0.10 -0.41  0.2903
H7 -0.99 -1.29 -0.86  0.1820
H8 -0.95 -0.11 1.90  0.4367